Entry from the Open Molecules 2025 dataset: 12 unconnected molecules or ions with the total composition C57H140N5O33P7 at a distorted geometry (ωB97M-V/def2-TZVPD).

Output
2S+1 = 1
ΔE to the lowest compared entry with this formula, charge and spin = 0.0 kcal/mol
Structure (SMILES) = CCOP(=O)(OCC)OCC.CCOP(=O)(OCC)OCC.CCOP(=O)(OCC)OCC.CCOP(=O)(OCC)OCC.CCOP(=O)(OCC)OCC.CCOP(=O)(OCC)OCC.CCOP(=O)(OCC)OCC.CN(C)C=O.CN(C)C=O.CN(C)C=O.CN(C)C=O.CN(C)C=O
LUMO energy = 0.5 eV
Gap between HOMO and LUMO = 9.27 eV
E = -7402.6808 hartree

Each line ends with the Mulliken charge.
Element x y z (Å)
C: -3.6287 25.1101 28.7385  0.3356
C: -4.7027 25.8744 29.4364  -0.7016
O: -4.2548 27.1587 29.9171  -0.3536
P: -3.9824 28.4626 29.0777  1.1735
O: -3.3364 28.2641 27.7760  -0.5441
O: -5.4001 29.1195 29.0565  -0.3623
C: -6.0628 29.4366 30.3754  -0.2812
C: -6.7193 30.8177 30.3689  -1.1860
O: -3.1520 29.4487 30.0481  -0.4148
C: -1.6987 29.2160 30.1624  0.7224
C: -1.0629 30.4929 30.5275  -1.4113
H: -2.8420 24.9521 29.4838  0.5684
H: -4.1619 24.2319 28.3439  -0.0740
H: -3.0994 25.6188 27.9398  -0.6455
H: -5.5242 26.0108 28.8140  0.3420
H: -4.9762 25.4463 30.4350  0.3509
H: -6.7874 28.6478 30.3620  0.2764
H: -5.2503 29.2852 31.0626  0.3754
H: -7.7096 30.9192 29.9654  0.3626
H: -6.8415 31.1881 31.4215  0.3165
H: -6.1429 31.5632 29.7719  0.3011
H: -1.3794 28.5304 30.9717  0.2424
H: -1.3428 28.7469 29.2320  -0.4596
H: -0.9999 31.2301 29.7361  0.3493
H: -1.5907 30.9634 31.4144  0.2953
H: -0.0952 30.1932 30.8656  0.4223
C: 1.1160 21.5116 29.6711  -1.0124
C: 1.7134 20.6514 28.5198  0.2433
O: 3.1304 20.6284 28.4713  -0.3554
P: 3.9413 21.9515 28.1769  0.1661
O: 5.1375 21.7023 27.3958  -0.8183
O: 2.7809 23.0187 27.6240  0.4507
C: 3.2046 23.8739 26.5380  0.9970
C: 3.5903 25.2293 27.0897  -1.2263
O: 4.2007 22.5884 29.6027  -0.2215
C: 5.1697 22.1407 30.5523  -0.3477
C: 5.0013 23.0158 31.7919  -1.0388
H: 0.0640 21.2818 29.7577  0.2627
H: 1.4253 21.1606 30.6623  0.3829
H: 1.2731 22.6280 29.5839  0.1120
H: 1.3971 19.6454 28.6336  0.4514
H: 1.4255 21.0059 27.5496  -0.0820
H: 3.9682 23.4184 26.0155  0.4007
H: 2.3094 23.9996 25.9257  -0.7556
H: 2.7402 25.7756 27.5429  -0.0266
H: 4.1940 25.0675 28.0138  0.3714
H: 4.1409 25.8958 26.4280  0.4152
H: 5.1002 21.0451 30.7430  0.3038
H: 6.1267 22.2813 30.0202  0.3259
H: 5.3030 22.3839 32.6539  0.3165
H: 5.5127 24.0066 31.7230  0.2961
H: 3.9440 23.2652 31.8046  0.2719
C: -3.7479 31.7559 18.9955  -0.9162
C: -2.4055 31.2502 18.5898  -0.3660
O: -1.9293 30.1807 19.4794  -0.2261
P: -2.7134 28.7300 19.2063  0.4601
O: -3.2293 28.4833 17.8617  -0.8772
O: -3.8245 28.8150 20.3151  -0.1103
C: -5.0983 28.1372 20.1090  0.5314
C: -5.9414 28.4058 21.3862  -1.4584
O: -1.6124 27.6303 19.5645  0.0647
C: -0.7479 27.0366 18.5044  0.0394
C: 0.6404 27.0259 19.0911  -0.9429
H: -4.5049 30.9951 18.8813  0.1549
H: -3.7255 31.9808 20.0243  0.2758
H: -4.0091 32.6789 18.4790  0.4223
H: -2.3380 30.9887 17.5435  0.3127
H: -1.7133 32.0956 18.7294  0.3416
H: -5.6084 28.6871 19.3389  0.5295
H: -4.9056 27.0975 19.9259  -0.2404
H: -6.7540 27.7385 21.5044  0.4889
H: -5.2925 28.3272 22.2786  0.0662
H: -6.3183 29.4203 21.4244  0.4468
H: -1.1246 26.0543 18.1722  -0.2250
H: -0.7857 27.6844 17.6151  0.5022
H: 0.9835 28.0995 19.0981  0.2829
H: 0.6280 26.7371 20.1563  -0.1159
H: 1.3910 26.4310 18.5895  0.4716
C: -2.8169 20.4006 20.3370  -1.3589
C: -3.9229 21.4471 20.1891  0.7519
O: -3.4380 22.5821 19.5361  -0.3324
P: -3.9633 23.9921 20.0324  0.1812
O: -5.4048 24.1437 20.1497  -0.8248
O: -3.1218 24.1519 21.3461  0.4456
C: -3.1460 25.3780 22.0569  1.8599
C: -4.3175 25.5882 22.9873  -0.3907
O: -3.2831 24.9532 19.0190  0.5283
C: -3.7053 25.0768 17.6662  -0.3527
C: -3.0721 24.2530 16.5948  -1.4154
H: -2.4840 20.0191 19.3508  0.4138
H: -1.9317 20.8386 20.7856  0.0273
H: -3.2139 19.5440 20.8279  0.3389
H: -4.7211 21.0850 19.5677  0.5640
H: -4.3787 21.6035 21.1954  -0.6540
H: -2.2081 25.3563 22.6817  -0.6429
H: -3.0941 26.2360 21.3680  -0.7645
H: -4.2174 26.4811 23.5670  0.1243
H: -5.2274 25.7248 22.4201  0.7047
H: -4.4598 24.7792 23.7420  -0.8341
H: -4.8398 25.0308 17.6307  0.4229
H: -3.5664 26.1332 17.4797  0.2803
H: -3.1274 23.2170 16.8537  0.2826
H: -3.6285 24.4361 15.6772  0.4018
H: -1.9869 24.4493 16.3980  0.2485
C: 1.5846 28.7889 27.7414  -0.6726
C: 2.2499 29.3358 26.5053  -0.7111
O: 1.7431 28.6327 25.3897  0.2034
P: 2.8549 28.3485 24.2361  0.3459
O: 4.2281 28.2779 24.7005  -0.8838
O: 2.2486 27.0751 23.5673  0.6514
C: 3.0335 25.8899 23.3709  0.3660
C: 3.3762 25.7412 21.8619  -0.7505
O: 2.6919 29.5119 23.1870  -0.4546
C: 1.3326 30.0290 22.9683  0.3322
C: 1.2697 31.4369 23.4651  -1.2624
H: 1.7861 29.5064 28.6282  0.3827
H: 0.5030 28.7655 27.6602  -0.0593
H: 1.9529 27.8144 28.0024  0.1726
H: 1.9499 30.3433 26.3252  0.1305
H: 3.2808 29.3945 26.5071  0.7365
H: 3.9190 26.0280 23.9991  0.5639
H: 2.4693 25.0894 23.7988  -0.6035
H: 4.1761 26.5341 21.6475  0.3132
H: 3.7703 24.7631 21.6403  0.2924
H: 2.4861 26.0131 21.3445  -0.2125
H: 1.0757 29.9483 21.9161  0.4870
H: 0.5188 29.4447 23.4144  -0.1421
H: 1.7979 32.1907 22.9154  0.3640
H: 0.1952 31.6461 23.4843  0.3376
H: 1.6589 31.5183 24.5089  0.2089
C: -2.5347 14.1784 20.8158  -1.3457
C: -1.9604 15.3347 21.5916  -0.0341
O: -2.7993 15.6461 22.7362  -0.4117
P: -2.2609 16.5067 23.9256  1.1851
O: -1.0635 15.9053 24.5174  -0.7745
O: -2.1044 17.9254 23.2891  -0.4394
C: -1.9931 19.2444 23.7906  2.3027
C: -2.7253 19.3775 25.1196  -0.2863
O: -3.5131 16.5018 24.8528  -0.2157
C: -3.6144 15.3132 25.6437  -0.5035
C: -3.1107 15.5459 27.0469  -0.9070
H: -3.5827 14.2136 20.6187  0.3333
H: -2.0258 14.1102 19.8312  0.3776
H: -2.4035 13.1930 21.3266  0.3117
H: -0.9640 15.0406 21.9952  0.2634
H: -1.8940 16.2164 20.9622  0.1690
H: -0.9317 19.5116 23.9307  -0.7102
H: -2.4137 19.8472 22.9854  -1.1273
H: -3.7155 19.0266 25.0175  0.8289
H: -2.1189 18.9634 25.9018  -0.1031
H: -2.7608 20.4311 25.4718  -0.3228
H: -4.6943 15.0698 25.6152  0.4107
H: -3.0137 14.5033 25.2240  0.3714
H: -3.3552 14.6604 27.5912  0.4966
H: -2.0561 15.7919 27.0586  0.0650
H: -3.6864 16.3316 27.5839  0.2115
C: -4.3214 22.3712 24.2021  0.2278
C: -3.7404 23.2280 25.3293  1.3315
O: -2.5043 23.7876 24.6986  0.8891
P: -1.1884 23.3093 25.5300  -0.4029
O: -1.2491 21.9773 26.1455  -0.3223
O: -1.0399 24.4464 26.6319  -0.2945
C: -0.5219 25.8260 26.4722  0.1662
C: -1.0761 26.5925 25.3176  0.4082
O: -0.0081 23.5671 24.5153  0.4322
C: 0.3484 22.5247 23.6037  1.3264
C: -0.3868 22.6603 22.3356  -0.6888
H: -3.5592 21.6335 23.9830  -0.5866
H: -5.3538 21.9166 24.3502  0.5867
H: -4.4348 23.0373 23.3414  -0.6729
H: -4.3544 24.0787 25.5847  -0.4963
H: -3.5323 22.6391 26.2582  -0.6239
H: -0.9636 26.2016 27.3612  0.3950
H: 0.5706 25.8262 26.5679  -0.8836
H: -0.4880 26.5584 24.4089  -0.0751
H: -2.1041 26.2131 25.1067  -0.6946
H: -1.1672 27.6259 25.6369  0.6154
H: 1.4794 22.5688 23.4974  -0.5364
H: 0.1190 21.6008 24.1062  -0.8925
H: 0.0359 21.9879 21.5721  0.7140
H: -1.4293 22.4679 22.4745  -0.2378
H: -0.3129 23.6391 21.8947  0.1607
C: 5.9337 19.8038 22.4765  -0.8414
N: 5.2269 20.9863 23.0229  0.3763
C: 4.8279 20.9891 24.3915  -0.4952
C: 4.7548 21.9926 22.2780  -0.0604
O: 4.0591 22.8906 22.7512  -0.5171
H: 5.4414 18.8406 22.7204  0.2251
H: 6.9662 19.8077 22.9387  0.3186
H: 5.9436 19.8740 21.3924  0.3173
H: 3.8136 21.4000 24.4042  -0.4279
H: 4.8585 20.0215 24.8810  0.3843
H: 5.4091 21.6273 25.0694  0.4331
H: 5.0174 21.9493 21.2024  0.3141
C: 0.8644 17.2626 26.9032  -0.9079
N: 1.6556 17.8223 25.7242  0.2870
C: 2.6308 16.9115 25.0690  -1.0771
C: 1.2780 18.8766 25.0717  0.7383
O: 1.8009 19.2920 24.0356  -0.8432
H: 1.4487 17.1681 27.8464  0.3246
H: 0.4633 16.3190 26.5993  0.4772
H: -0.0197 17.9209 26.9874  -0.0577
H: 2.2490 15.9004 24.8692  0.2120
H: 3.0548 17.3750 24.1806  0.3103
H: 3.4116 16.7821 25.8320  0.3883
H: 0.5576 19.4584 25.6092  0.1897
C: -5.6751 28.8493 25.6003  -0.7065
N: -6.3807 27.5988 25.8572  0.5145
C: -7.8226 27.5116 25.9265  -1.2229
C: -5.7034 26.4507 26.0816  0.4820
O: -6.0634 25.3004 26.1798  -0.7251
H: -5.5800 29.3656 26.5525  0.0006
H: -6.2965 29.4299 24.9149  0.5047
H: -4.6834 28.6856 25.1493  0.1536
H: -8.0806 26.6316 26.4820  0.3678
H: -8.2773 28.3654 26.3803  0.3973
H: -8.2287 27.3956 24.9124  0.2630
H: -4.6334 26.6520 25.8742  -0.1077
C: -7.6157 22.2701 21.4322  -0.6644
N: -7.4468 21.0255 20.7478  0.3568
C: -8.2741 20.7737 19.5668  -0.9624
C: -6.5990 20.0368 21.1831  -0.1170
O: -6.0092 20.0352 22.2719  -0.5709
H: -6.5642 22.6302 21.6631  -0.0796
H: -8.3019 22.1601 22.2916  0.2793
H: -8.0476 23.0089 20.7699  0.4003
H: -8.0688 19.8999 18.9396  0.3258
H: -9.3979 20.7188 19.7888  0.3164
H: -8.0829 21.5891 18.8424  0.3428
H: -6.6267 19.1760 20.4893  0.3383
C: -3.4104 20.9819 28.4608  -0.2824
N: -2.8118 19.9316 29.1736  0.2629
C: -3.6001 19.2909 30.1650  -1.2731
C: -1.5756 19.4646 28.7966  0.2009
O: -0.9827 18.5818 29.4081  -0.7153
H: -3.8777 21.7429 29.1242  0.4773
H: -4.2780 20.5978 27.8268  0.2880
H: -2.7091 21.3434 27.7467  -0.5705
H: -3.6400 19.8200 31.1118  0.2886
H: -4.6034 19.0697 29.8087  0.3685
H: -3.0977 18.3540 30.3883  0.4139
H: -1.2172 19.9447 27.9128  0.6585

Forces on the atoms, in the same order (eV/Å):
C 0.27 -0.28 0.53
C 1.12 0.48 1.98
O 0.95 0.59 0.53
P 0.61 0.11 0.18
O -0.29 -0.05 -0.15
O -0.65 1.46 -0.08
C 0.14 -0.06 -2.16
C 0.95 1.02 0.65
O 0.36 -1.38 -0.03
C -0.65 -0.83 -0.14
C -0.54 1.27 0.98
H -0.11 -0.85 -0.18
H 0.83 -0.17 0.17
H -0.56 0.33 -0.35
H -1.76 0.22 -0.95
H -0.10 -0.36 -1.27
H -0.48 -0.36 0.90
H -0.31 0.27 0.91
H -0.54 -0.79 -0.41
H 0.46 -0.29 -0.84
H 0.04 -0.60 0.74
H -1.18 -0.16 -0.23
H -0.11 0.49 0.13
H 0.01 0.05 -0.17
H 0.53 -0.59 -1.01
H 1.02 0.35 0.18
C 0.36 0.25 -0.07
C -0.62 1.34 0.89
O 0.76 0.12 0.06
P -1.95 1.11 0.65
O 0.56 0.15 -0.61
O 2.05 -1.73 0.43
C -2.21 1.60 1.05
C 0.30 0.24 1.97
O -0.74 0.26 -0.08
C 1.10 -0.03 -0.92
C 0.30 -0.33 -0.28
H -0.57 0.27 -0.53
H 0.69 0.11 -0.23
H -0.13 -1.40 -0.05
H -0.23 -0.97 0.19
H -0.78 0.28 -0.39
H 1.62 -0.88 -1.30
H 0.14 -0.31 -0.27
H 0.02 -0.29 -0.70
H 0.14 0.02 -0.77
H -0.10 -0.14 -0.21
H -0.41 0.74 0.05
H 0.00 -0.07 0.63
H -0.18 0.95 -0.20
H 0.00 -1.04 0.13
H -0.20 -0.21 0.52
C -0.44 -0.26 -0.52
C 1.06 0.86 0.64
O -1.18 -1.53 -1.38
P 1.82 1.01 -0.20
O -0.41 0.46 -0.64
O 0.29 -0.45 0.44
C -0.54 1.34 1.72
C 1.98 0.30 0.31
O -0.29 0.07 0.07
C -0.36 0.44 -0.21
C 0.33 1.60 1.03
H -0.44 -0.08 -0.37
H 0.08 0.36 1.41
H -0.07 -0.17 -0.27
H -0.09 -0.56 -0.16
H 0.17 -0.54 0.10
H -0.01 -0.44 -0.94
H -0.25 -0.48 -0.29
H -0.81 -0.82 -0.09
H -0.25 -0.24 -0.38
H -0.09 0.26 -0.35
H -0.09 0.37 0.72
H -0.08 -0.14 0.34
H -0.07 -1.03 -0.01
H -0.16 -0.14 -0.48
H -0.10 -0.21 -0.39
C 0.03 0.63 -1.77
C -0.19 -1.73 1.06
O 0.31 1.15 -0.12
P 0.70 -0.98 -0.17
O -0.93 0.12 0.13
O -0.26 -0.06 -0.07
C 1.36 1.20 1.54
C -0.65 -1.24 0.34
O 1.05 0.01 -0.17
C -2.31 1.97 -0.31
C 1.20 -0.18 0.03
H -0.22 0.38 0.24
H -0.06 -0.14 0.47
H -0.12 -0.60 0.89
H -0.50 -0.53 -0.24
H 0.47 0.49 -0.59
H -0.82 0.12 -0.78
H 0.23 -0.35 0.03
H 0.52 0.80 0.24
H -0.42 -0.24 -0.15
H 0.10 0.83 -0.99
H 1.15 -0.59 0.11
H 0.36 0.32 -0.31
H -0.18 -0.84 -0.03
H 0.04 -0.05 -0.05
H -0.89 0.19 0.31
C 0.53 1.79 1.76
C -2.56 0.62 0.46
O 1.04 -1.08 -1.46
P -0.86 0.17 0.33
O 0.77 -0.29 0.38
O -0.68 0.20 -0.25
C 1.22 0.06 -0.49
C 1.42 1.82 1.72
O -1.50 0.18 -0.20
C 0.37 -0.15 -0.49
C -0.64 0.00 1.47
H -0.11 -1.17 -1.29
H -0.16 -0.09 -0.35
H 0.15 -0.47 0.13
H -0.46 1.09 0.32
H 2.28 -0.60 0.31
H 0.12 -0.34 -0.34
H -0.49 -0.69 -0.11
H -1.09 -1.06 0.06
H -0.15 -0.22 -0.08
H -0.60 -0.10 -0.78
H 0.55 0.16 -0.37
H 0.68 -0.23 0.52
H 0.25 0.12 -0.69
H 0.14 0.56 0.07
H -0.44 -0.24 -0.67
C 0.81 -1.41 -0.20
C 0.35 -0.45 0.92
O -0.33 -0.48 -1.50
P 0.99 -0.04 -0.45
O 0.62 0.25 0.43
O -0.22 -0.79 -0.49
C 0.21 0.68 0.89
C 1.01 2.14 -0.29
O -0.22 0.53 0.20
C -0.72 -0.19 0.59
C -1.12 1.01 0.21
H -0.83 0.60 -0.09
H -0.18 0.02 0.57
H 0.19 0.81 -0.21
H -0.50 0.44 -0.44
H 0.12 0.21 0.04
H -0.35 -0.21 -0.33
H -0.02 0.23 0.29
H -1.01 -0.69 0.29
H -0.04 -1.06 0.44
H 0.00 -0.51 -0.69
H 0.63 -0.13 0.13
H -0.29 0.03 -0.28
H 0.36 -0.85 0.56
H 0.15 -0.14 0.07
H 0.40 -0.15 -0.56
C -1.19 0.24 0.28
C -0.10 -0.47 -0.55
O 0.58 -1.49 1.67
P -0.27 1.88 -0.01
O 0.00 -0.10 -0.18
O 0.76 -0.37 -0.73
C -0.26 -1.23 0.35
C -1.02 -0.15 -0.45
O -0.34 0.76 0.71
C 2.21 -0.32 0.38
C 0.35 -0.30 -1.34
H -0.27 -0.36 -0.29
H 1.46 0.36 0.25
H 0.13 -0.45 -0.02
H -0.19 0.10 0.14
H 0.06 0.57 -0.90
H 0.05 0.90 0.91
H -0.25 -0.16 -0.23
H 0.19 -0.18 -0.14
H 0.67 0.37 0.08
H 0.00 0.23 -0.09
H -1.36 0.05 -0.01
H 0.08 -0.62 -0.02
H -0.24 -0.08 0.36
H -0.75 -0.25 -0.01
H 0.15 0.65 0.03
C 0.48 0.66 0.99
N 0.51 -1.27 -0.78
C -0.57 0.54 1.49
C -0.42 0.17 0.04
O 0.39 -0.18 -0.50
H 0.01 0.72 0.15
H -0.96 -0.25 -0.84
H 0.36 0.12 -0.05
H 0.02 -0.37 0.34
H -0.12 -0.36 -0.44
H 0.22 0.09 -0.54
H 0.00 -0.06 0.23
C 0.48 1.46 -1.25
N 0.20 -3.80 1.41
C 0.28 0.14 1.54
C 0.87 1.86 -1.25
O -0.53 0.01 0.00
H -0.34 0.36 -0.81
H -0.07 -0.76 -0.16
H 0.60 -0.21 0.49
H -0.40 0.50 -0.10
H -0.25 0.00 0.13
H 0.18 -0.09 -0.39
H -1.04 0.61 0.38
C -0.46 -0.17 0.16
N -0.30 -1.24 0.67
C 0.11 0.01 -1.07
C 2.24 1.14 -2.21
O -1.36 -0.35 0.89
H 0.24 0.38 -0.15
H 0.17 0.07 -0.01
H -0.43 -0.08 0.29
H -0.14 -0.44 0.29
H -0.12 0.69 0.37
H -0.10 0.07 0.15
H 0.17 0.01 0.66
C 1.21 0.53 0.75
N 0.21 -2.17 -1.17
C -1.15 0.93 -0.70
C -0.90 0.50 1.62
O -0.42 0.19 -1.80
H -1.56 -0.19 0.35
H 0.63 0.13 -0.03
H -0.01 0.04 -0.30
H 0.50 -0.31 0.87
H 1.54 0.27 -0.05
H -0.45 -0.04 0.43
H 0.36 0.09 0.14
C -2.56 0.13 -1.10
N 1.20 -0.38 -0.20
C 0.47 -1.17 0.68
C -1.20 -1.02 2.04
O -0.13 0.47 -0.64
H 0.73 -0.19 -0.36
H 0.72 0.28 0.67
H 0.57 0.93 -0.30
H -0.15 0.44 0.07
H -0.13 0.16 -0.12
H -0.09 -0.25 0.09
H 0.57 0.60 -0.84